C28H24GaGeN4O3S2 as an isolated structure, computed with wB97M-V/def2-TZVPD.

The calculation puts the highest occupied orbital energy at -17.4 eV. As for the orbital gap: 7.0 eV. Its total energy is -172065.5178 eV. For the LUMO energy, the calculation gives -10.372 eV. The calculation puts the energy above the lowest of the compared OMol25 structures with the same formula, charge and spin at 46.3 kcal per mole. Its total charge is +3.

CARTESIAN COORDINATES (ANGSTROEM)
Ga: -0.16158 0.46380 -0.19812
C: -1.21755 -1.04467 -4.64533
N: -1.75268 -1.51056 -3.35772
C: -2.97040 -2.13409 -3.18289
C: -3.11424 -2.39162 -1.86941
N: -1.96397 -1.92546 -1.23819
C: -1.14358 -1.39070 -2.17926
S: 0.45413 -0.72304 -2.00391
C: -1.70730 -2.06927 0.15015
C: -2.14611 -3.19600 0.81289
C: -1.94416 -3.27855 2.18459
C: -1.30588 -2.23654 2.84082
C: -0.88154 -1.15048 2.10768
N: -1.07595 -1.05837 0.77534
H: -1.95967 -1.26044 -5.40743
H: -0.29672 -1.57694 -4.87099
H: -1.04303 0.02793 -4.58973
H: -3.63225 -2.32366 -4.01056
H: -3.93488 -2.81635 -1.31915
H: -2.62159 -3.99865 0.26769
H: -2.28227 -4.15181 2.72674
H: -1.13841 -2.25740 3.90789
H: -0.39027 -0.31050 2.58023
O: 0.59802 3.99775 -2.21917
S: -0.71023 3.59098 -1.83438
O: -1.69149 3.24017 -2.80072
N: -0.55350 2.27965 -0.75525
C: -0.83195 2.61911 0.50055
O: -0.59463 1.66290 1.33639
C: -1.33341 3.96166 0.69175
C: -1.78426 4.59210 1.84365
C: -2.24493 5.89706 1.72453
C: -2.25022 6.54462 0.49316
C: -1.80040 5.91635 -0.67156
C: -1.35125 4.62514 -0.54154
H: -1.78583 4.08244 2.79726
H: -2.61048 6.41721 2.59879
H: -2.61294 7.56213 0.43264
H: -1.81713 6.42753 -1.62426
Ge: 3.23460 -0.16764 0.80308
C: 2.97478 -0.36794 2.64681
C: 2.41439 0.61346 3.48618
C: 2.44394 0.44464 4.85438
C: 3.04023 -0.69212 5.40185
C: 3.59020 -1.67294 4.58803
C: 3.54724 -1.52238 3.21255
C: 3.10834 1.39292 -0.21567
C: 3.66248 1.33537 -1.51295
C: 3.89027 2.50070 -2.21877
C: 3.54799 3.72294 -1.65307
C: 2.98076 3.79720 -0.38097
C: 2.75338 2.64476 0.33481
H: 3.69068 -1.41174 0.05273
H: 1.96277 1.50666 3.07234
H: 2.02526 1.19848 5.50675
H: 3.07690 -0.80796 6.47728
H: 4.05361 -2.54627 5.02525
H: 3.97501 -2.29359 2.58147
H: 3.93394 0.38125 -1.95198
H: 4.33836 2.46497 -3.20198
H: 3.72177 4.63434 -2.21012
H: 2.72791 4.76180 0.03639
H: 2.33402 2.70906 1.33139

A 2-piece molecular cluster, C22H37ClNO6S overall, computed with wB97M-V/def2-TZVPD.

The calculation puts the highest occupied orbital energy at -5.1 eV. As for the orbital gap: 7.6 eV. Its total energy is -60548.7434 eV. For the LUMO energy, the calculation gives 2.464 eV. Its total charge is -1.

CARTESIAN COORDINATES (ANGSTROEM)
C: -4.75522 3.62363 0.19659
C: -4.29720 2.29772 0.81272
C: -2.86846 2.00883 0.33407
O: -2.20383 1.00891 1.07041
C: -1.84946 -0.18887 0.37842
C: -3.10739 -0.99605 0.09115
C: -3.67103 -1.82277 1.27976
C: -4.38166 -1.03465 2.38647
S: -3.31282 -0.49424 3.76655
O: -1.18329 -0.90930 1.42405
C: 0.12043 -0.53606 1.54806
O: 0.78345 -0.91739 2.47914
C: 0.46977 0.27090 0.30054
C: 0.54921 1.79045 0.69450
C: 0.65441 2.06917 2.21351
C: 1.89491 -0.02636 -0.24532
C: 3.00639 0.02874 0.76926
C: 3.55626 -1.32433 1.18614
N: 3.51945 1.09967 1.21866
C: -0.68097 -0.14316 -0.67267
C: -0.67568 0.91703 -1.79032
C: -1.41086 0.60771 -3.10617
C: -2.85774 0.14617 -3.04310
Cl: -1.28445 2.10809 -4.15202
C: -0.47250 -1.60698 -1.16210
O: -1.14120 -1.98970 -2.16630
O: 0.30212 -2.35176 -0.52041
H: -4.39880 4.45122 0.81276
H: -5.83803 3.68445 0.10131
H: -4.33179 3.77520 -0.79884
H: -4.33647 2.31298 1.90126
H: -4.95419 1.50847 0.44113
H: -2.31573 2.94797 0.47858
H: -2.92051 1.85586 -0.74369
H: -3.95220 -0.38648 -0.23526
H: -2.97760 -1.72736 -0.70606
H: -4.46280 -2.41553 0.80842
H: -2.94792 -2.54525 1.64995
H: -5.10954 -1.71620 2.83302
H: -4.98270 -0.22979 1.97057
H: -3.91623 0.65984 4.10965
H: 1.38621 2.30873 0.23347
H: -0.34183 2.34496 0.41075
H: 0.82586 3.13977 2.33723
H: 1.41157 1.47401 2.70751
H: -0.31583 1.85304 2.67056
H: 1.94681 -0.98734 -0.75199
H: 2.12598 0.72865 -1.00027
H: 2.77893 -2.07566 1.29874
H: 4.22764 -1.61722 0.36317
H: 4.19384 -1.24332 2.06683
H: 4.25283 0.88597 1.88970
H: -1.01227 1.90084 -1.47294
H: 0.36457 1.07645 -2.08005
H: -0.83932 -0.14905 -3.62955
H: -3.40541 0.61286 -3.86632
H: -3.39974 0.38742 -2.13209
H: -2.94364 -0.92262 -3.20827
C: 7.01159 -3.64712 -2.06285
C: 6.57229 -2.33273 -1.46113
O: 5.45690 -1.90610 -1.62576
C: 7.59162 -1.57555 -0.64222
H: 6.18489 -4.08080 -2.62101
H: 7.85111 -3.48574 -2.74147
H: 7.30636 -4.33969 -1.27268
H: 8.45599 -1.32502 -1.25980
H: 7.91127 -2.18003 0.20842
H: 7.14364 -0.65551 -0.27240

C3H5N3 as an isolated structure, computed with wB97M-V/def2-TZVPD.

The calculation puts the highest occupied orbital energy at -9.7 eV. As for the orbital gap: 9.7 eV. Its total energy is -7657.7779 eV. For the LUMO energy, the calculation gives -0.001 eV. The calculation puts the energy above the lowest of the compared OMol25 structures with the same formula, charge and spin at 107.9 kcal per mole. Its total charge is 0.

CARTESIAN COORDINATES (ANGSTROEM)
N: 1.23929 -1.81747 0.74851
C: 0.31718 -0.89649 0.34786
C: 0.58728 0.54452 0.20182
N: -0.27932 1.35820 -0.60032
C: -1.33277 0.87478 -1.10391
N: -0.57660 -1.72841 0.61146
H: 1.73073 -1.31678 1.51945
H: 0.67264 0.93737 1.22938
H: 1.61435 0.58416 -0.17694
H: -1.92107 1.51682 -1.75792
H: -1.72832 -0.14209 -0.95019

C18H21BrCaI2N5O4S2 as an isolated structure, computed with wB97M-V/def2-TZVPD.

The calculation puts the highest occupied orbital energy at -9.8 eV. As for the orbital gap: 5.8 eV. Its total energy is -160999.4880 eV. For the LUMO energy, the calculation gives -4.067 eV. The calculation puts the energy above the lowest of the compared OMol25 structures with the same formula, charge and spin at 5.2 kcal per mole. Its total charge is +1.

CARTESIAN COORDINATES (ANGSTROEM)
Ca: -0.10184 -1.16239 -0.62075
C: -5.86434 -0.31108 -1.11232
C: -4.77843 -0.81030 -0.20660
C: -4.96020 -0.98215 1.16228
C: -3.92017 -1.41329 1.96547
C: -2.70687 -1.65268 1.34982
Br: -1.19550 -2.22958 2.36699
N: -2.49643 -1.52973 0.05011
C: -3.51913 -1.10654 -0.70464
H: -6.81179 -0.23714 -0.58143
H: -6.01011 -0.98234 -1.95849
H: -5.62086 0.67792 -1.50080
H: -5.92425 -0.76843 1.60702
H: -4.03655 -1.54482 3.03047
H: -3.30587 -0.98248 -1.76131
C: 4.33321 -2.10753 -2.06124
O: 3.52324 -3.20062 -1.54195
C: 2.23892 -2.95082 -1.42987
O: 1.68826 -1.91387 -1.78048
N: 1.57051 -3.99456 -0.87993
N: 0.18431 -3.88183 -0.70124
H: 5.34781 -2.48640 -2.02875
H: 4.21073 -1.24005 -1.41726
H: 4.02205 -1.88771 -3.07871
H: 2.07399 -4.84142 -0.67267
H: -0.05983 -4.19979 0.23034
H: -0.28814 -4.46361 -1.38406
O: -1.68354 2.98109 -1.96725
C: -0.80573 3.73373 -1.26533
C: -0.89299 5.11579 -1.46523
C: -0.06486 5.97556 -0.77981
C: 0.87522 5.48080 0.12418
C: 0.96233 4.12068 0.31663
C: 0.13973 3.21555 -0.36530
C: 0.30357 1.75467 -0.13172
O: -0.48703 0.96931 -0.81394
N: 1.21908 1.38425 0.70987
N: 1.35976 -0.03187 0.86221
C: 2.21660 -0.27784 1.77444
S: 3.03252 0.92399 2.73522
C: 4.11839 -0.25656 3.57113
C: 3.38463 -1.57884 3.72630
S: 2.64668 -1.95513 2.12097
H: -1.51868 2.05968 -1.67767
H: -1.63290 5.47672 -2.16594
H: -0.14803 7.04211 -0.94476
H: 1.52674 6.15388 0.66277
H: 1.69029 3.71909 1.00793
H: 4.37729 0.15847 4.54457
H: 5.03587 -0.39147 2.99786
H: 2.60771 -1.50325 4.48670
H: 4.05659 -2.39635 3.98206
I: -0.87456 -0.78679 -4.11206
I: 0.96263 1.11600 -4.27386

A 4-piece molecular cluster, C4H17NO3 overall, computed with wB97M-V/def2-TZVPD.

The calculation puts the highest occupied orbital energy at -9.0 eV. As for the orbital gap: 9.7 eV. Its total energy is -12056.0892 eV. For the LUMO energy, the calculation gives 0.718 eV. The calculation puts the energy above the lowest of the compared OMol25 structures with the same formula, charge and spin at 15.2 kcal per mole. Its total charge is 0. As for the SMILES: CCNCC.O.O.O.

CARTESIAN COORDINATES (ANGSTROEM)
C: -2.48008 -0.37856 0.86593
C: -1.28398 0.53311 1.10647
N: -0.78907 1.10389 -0.14197
C: 0.43506 1.87589 0.05274
C: 1.35903 1.85096 -1.17023
H: -3.16002 -0.44128 1.72088
H: -3.04524 0.01536 0.01475
H: -2.23109 -1.43504 0.70953
H: -0.44906 0.01166 1.61418
H: -1.65534 1.24432 1.87255
H: -1.49485 1.68957 -0.57104
H: 0.19967 2.89234 0.39975
H: 1.06393 1.47000 0.84515
H: 0.92896 2.44483 -1.98072
H: 1.39136 0.81018 -1.50678
H: 2.37926 2.14956 -0.93460
O: 1.03263 -0.94361 1.08782
H: 1.20314 -1.83267 0.73721
H: 1.69748 -0.83234 1.77350
O: -0.29494 -1.56018 -1.51409
H: -0.29576 -0.61394 -1.25855
H: -1.17902 -1.82748 -1.24669
O: 2.25346 -2.98704 -0.58113
H: 1.53187 -2.96471 -1.21756
H: 2.88262 -2.27482 -0.67710

A single C3H4N4O molecule, computed with wB97M-V/def2-TZVPD.

The calculation puts the highest occupied orbital energy at -8.5 eV. As for the orbital gap: 9.1 eV. Its total energy is -11179.3845 eV. For the LUMO energy, the calculation gives 0.580 eV. The calculation puts the energy above the lowest of the compared OMol25 structures with the same formula, charge and spin at 105.7 kcal per mole. Its total charge is 0. As for the SMILES: O=CN1C=NNC=N1.

CARTESIAN COORDINATES (ANGSTROEM)
O: -0.71301 1.66853 -2.39005
C: -0.98589 0.99879 -1.40336
N: -0.31713 0.32757 -0.50516
C: -0.90065 0.05297 0.73328
N: -0.23137 -0.50303 1.68689
N: 1.03748 -0.49482 1.36777
C: 1.48710 -0.69888 0.00001
N: 0.86718 -0.21983 -0.90363
H: -2.24954 0.92177 -1.22604
H: -2.00809 0.46276 0.65963
H: 1.70616 -1.10495 2.09466
H: 2.30776 -1.41089 -0.11400